[1]
62
Properties=species:S:1:pos:R:3:forces:R:3 method="wB97M-V/def2-TZVPD" homo_energy_ev=-9.5 e_above_lowest_ev=0.428 total_charge=0 orbital_gap_ha=0.364 energy_ev=-451579.02841
Cl -2.962 -0.375 -3.941 0.09 -0.04 0.04
C -2.964 -1.382 -2.492 -1.32 -0.42 -0.33
Cl -3.513 -3.025 -2.877 -0.15 0.05 0.01
Cl -4.020 -0.653 -1.248 0.13 -0.20 -0.16
H -1.963 -1.420 -2.080 -0.50 -0.15 -0.26
Cl 0.347 -2.859 1.879 0.22 -0.01 -0.32
C -1.250 -2.931 2.612 -0.02 0.37 0.27
Cl -2.543 -2.771 1.452 -0.08 0.05 -0.22
Cl -1.401 -1.658 3.826 0.04 0.13 0.24
H -1.312 -3.871 3.129 -0.17 -0.29 0.00
Cl 3.818 -1.291 2.286 0.00 0.01 0.11
C 5.553 -1.273 2.658 -0.42 -0.12 -0.15
Cl 6.464 -1.028 1.179 0.20 0.06 -0.04
Cl 6.030 -2.746 3.483 0.07 -0.16 0.03
H 5.729 -0.456 3.336 0.09 0.24 0.02
Cl 4.265 -0.731 -3.473 0.02 -0.12 0.02
C 3.707 -0.890 -5.127 -0.26 0.16 -0.40
Cl 4.838 -0.131 -6.259 -0.14 0.04 0.12
Cl 2.062 -0.233 -5.303 0.26 0.04 -0.04
H 3.635 -1.926 -5.424 0.12 -0.15 0.28
C -4.442 2.518 3.943 0.22 -0.19 -0.10
C -4.281 3.057 2.514 -0.25 -0.92 -0.05
C -3.465 1.942 1.862 0.67 0.40 0.25
O -4.004 0.751 2.377 -0.34 -0.30 0.24
C -4.492 0.995 3.706 -0.05 -0.07 -0.03
H -5.372 2.863 4.387 0.02 0.08 0.15
H -3.616 2.800 4.596 0.06 0.02 -0.06
H -3.817 4.030 2.434 -0.12 0.25 -0.01
H -5.285 3.009 2.083 0.14 0.50 -0.28
H -2.400 2.048 2.155 -0.19 -0.06 -0.02
H -3.482 1.885 0.774 -0.27 0.12 0.00
H -3.887 0.400 4.401 -0.11 0.26 0.03
H -5.533 0.653 3.776 0.23 -0.16 -0.16
C 0.320 1.431 -0.966 -0.43 -0.05 -0.34
C 1.415 0.492 -1.492 -0.09 -0.47 1.10
C 0.626 -0.780 -1.906 -0.58 0.56 -0.40
O -0.783 -0.529 -1.594 2.44 0.66 1.06
C -0.808 0.463 -0.561 0.07 0.84 -1.08
H -0.008 2.032 -1.823 -0.28 -0.05 0.21
H 0.578 2.144 -0.175 0.29 -0.39 -0.05
H 2.094 0.243 -0.669 0.03 -0.03 -0.16
H 2.014 0.943 -2.275 -0.12 -0.12 -0.22
H 0.950 -1.688 -1.387 0.07 0.17 -0.02
H 0.612 -0.950 -2.980 0.33 -0.12 0.09
H -0.676 0.009 0.414 0.07 -0.07 0.33
H -1.772 0.956 -0.654 -0.11 -0.12 0.38
Br 0.365 -3.725 -3.987 -0.15 0.03 0.09
C -0.618 -4.899 -2.759 0.06 -0.37 -1.26
C -0.629 -4.358 -1.372 -0.07 -1.14 0.30
Br -1.767 -5.638 -0.398 0.08 0.14 0.09
H -0.112 -5.853 -2.863 0.28 0.03 0.46
H -1.590 -5.089 -3.206 -0.14 0.58 0.15
H -1.023 -3.364 -1.224 -0.14 0.13 -0.09
H 0.346 -4.493 -0.927 0.18 0.35 0.18
Br 4.800 3.389 2.280 -0.01 0.08 0.03
C 4.240 4.968 1.299 0.18 -0.02 -0.06
C 3.183 4.676 0.278 -0.96 0.02 0.10
Br 3.689 3.367 -1.050 0.15 0.21 -0.16
H 5.120 5.398 0.832 0.14 -0.11 0.02
H 3.865 5.671 2.036 -0.10 0.01 0.06
H 2.864 5.605 -0.201 0.39 -0.10 -0.28
H 2.264 4.277 0.706 0.22 -0.11 0.29

[2]
13
Properties=species:S:1:pos:R:3:forces:R:3 method="wB97M-V/def2-TZVPD" homo_energy_ev=-8.4 e_above_lowest_ev=0.467 total_charge=0 orbital_gap_ha=0.331 energy_ev=-25921.46859
C -0.255 -1.341 1.457 -0.76 -1.08 -0.52
S -1.402 -1.886 0.107 0.37 0.08 0.99
S -2.089 -0.058 -0.464 -0.50 0.06 -0.23
C -1.467 -0.195 -2.132 0.51 -0.12 -1.25
H 0.292 -0.470 1.111 0.12 -0.10 0.24
H -0.857 -1.188 2.350 0.20 0.38 -0.03
H 0.356 -2.230 1.629 0.31 0.32 0.03
H -0.374 -0.312 -2.098 -0.32 0.23 -0.12
H -1.865 -1.074 -2.657 -0.03 0.08 0.41
H -1.752 0.644 -2.777 0.12 0.15 0.49
O 3.290 2.599 1.497 0.53 -0.70 0.24
H 2.724 3.337 1.334 -0.57 0.75 -0.15
H 3.400 2.174 0.644 0.03 -0.05 -0.10

[3]
70
Properties=species:S:1:pos:R:3:forces:R:3 method="wB97M-V/def2-TZVPD" homo_energy_ev=-7.2 e_above_lowest_ev=1.038 total_charge=0 orbital_gap_ha=0.261 energy_ev=-118433.86913
Ba -0.204 -0.012 0.005 -0.23 -0.17 0.70
O -0.615 1.938 1.084 -0.62 2.71 1.07
C -1.192 3.104 1.035 0.28 -0.67 -0.22
C -1.397 3.884 2.195 -0.12 0.22 -0.06
C -2.008 5.119 2.129 0.02 -0.03 0.02
C -2.440 5.659 0.910 0.10 -0.19 -0.01
C -2.233 4.917 -0.235 -0.08 0.12 -0.03
C -1.638 3.651 -0.205 0.05 -0.29 -0.85
C -1.459 2.980 -1.519 -0.10 0.21 0.62
N -1.113 1.768 -1.727 0.10 0.16 -1.06
C -0.845 1.325 -3.119 0.15 0.13 0.62
C 0.621 0.841 -3.250 -0.25 -0.56 0.34
N 0.839 -0.370 -2.412 -0.17 0.61 -0.84
C 1.036 -1.490 -2.989 0.21 -0.63 0.40
C 1.155 -2.834 -2.347 -0.03 0.81 -0.44
C 1.466 -3.897 -3.201 0.01 -0.12 -0.09
C 1.579 -5.198 -2.748 -0.03 0.17 0.09
C 1.365 -5.442 -1.386 -0.02 0.03 0.02
C 1.053 -4.419 -0.515 0.11 -0.22 -0.14
C 0.947 -3.086 -0.957 -0.23 0.91 0.29
O 0.637 -2.116 -0.133 1.21 -2.88 -0.63
H -1.052 3.475 3.137 -0.01 0.02 0.00
H -2.149 5.685 3.044 0.00 -0.01 -0.04
H -2.910 6.632 0.863 0.01 -0.01 0.02
H -2.541 5.310 -1.201 -0.01 0.04 0.06
H -1.655 3.625 -2.387 0.01 0.10 0.05
H -1.052 2.122 -3.843 0.10 0.07 -0.03
H -1.490 0.477 -3.368 -0.08 0.04 0.10
H 1.271 1.645 -2.898 0.09 -0.07 0.05
H 0.854 0.652 -4.303 -0.04 -0.06 -0.07
H 1.146 -1.501 -4.082 -0.03 -0.15 -0.03
H 1.614 -3.676 -4.255 0.00 -0.05 0.04
H 1.821 -6.003 -3.427 0.00 0.00 0.00
H 1.438 -6.455 -1.004 0.00 0.02 -0.04
H 0.880 -4.609 0.537 0.01 -0.01 -0.01
N -6.573 -3.673 2.773 -0.44 -0.12 0.00
C -7.907 -4.057 2.795 0.57 -0.15 0.51
C -8.648 -4.811 3.705 -0.06 0.06 -0.12
C -9.981 -5.000 3.399 -0.11 0.05 -0.13
C -10.556 -4.459 2.229 0.20 -0.03 0.14
C -9.801 -3.716 1.345 -0.08 0.01 -0.05
C -8.451 -3.515 1.642 -0.07 0.42 -0.74
N -7.477 -2.808 0.921 -0.45 -0.33 0.35
C -6.399 -2.935 1.634 0.77 0.28 -0.10
C -5.078 -2.349 1.274 -0.78 -0.34 0.18
C -3.939 -2.596 2.019 0.34 -0.04 0.15
C -2.738 -2.025 1.627 -0.13 0.04 -0.16
N -2.639 -1.233 0.562 -0.40 -0.16 -0.04
C -3.744 -1.002 -0.154 0.08 -0.01 0.07
C -4.980 -1.537 0.156 0.13 0.17 -0.18
H -5.880 -3.870 3.468 0.03 -0.02 0.06
H -8.212 -5.229 4.603 0.02 0.02 -0.03
H -10.601 -5.579 4.073 0.02 0.02 -0.03
H -11.606 -4.630 2.025 0.04 -0.01 0.03
H -10.233 -3.296 0.445 0.04 -0.02 0.04
H -3.940 -3.229 2.898 -0.05 0.00 -0.03
H -1.823 -2.210 2.181 -0.03 0.02 -0.03
H -3.629 -0.354 -1.018 0.00 0.00 0.05
H -5.848 -1.327 -0.454 -0.01 -0.04 0.07
Br -1.554 0.426 4.014 0.18 -0.06 -0.06
C 0.200 -0.325 3.992 -0.12 0.09 0.07
C 0.839 -0.496 5.213 0.02 -0.01 -0.07
C 2.089 -1.084 5.190 0.13 -0.03 0.23
C 2.641 -1.487 3.982 -0.07 0.03 0.02
C 1.911 -1.266 2.833 -0.15 0.10 -0.23
N 0.706 -0.670 2.829 0.10 -0.26 0.14
H 0.364 -0.180 6.131 0.03 -0.02 -0.03
H 2.627 -1.236 6.117 -0.01 0.00 -0.01
H 3.610 -1.966 3.928 -0.05 0.03 0.02
H 2.283 -1.585 1.864 -0.10 0.04 0.00